Molecular formula: C3H14O4
Method: DFT, wB97M-V/def2-TZVPD

Geometry as XYZ:
```
21
Properties=species:S:1:pos:R:3:mulliken_charge:R:1
H -1.917 2.636 -0.038 0.319
H -1.070 -2.579 -0.924 0.385
H -0.851 0.370 2.035 0.315
H 1.347 -1.330 -3.403 0.319
C -1.325 2.261 0.905 -1.079
H -2.319 0.172 1.053 0.311
C -0.529 -0.098 -0.043 -0.412
C -1.319 0.736 1.053 -0.330
H -1.767 2.702 1.749 0.357
H 0.464 0.353 -0.234 0.529
H 0.418 -2.019 -2.453 0.354
H -1.073 -0.063 -0.980 0.340
O 3.711 1.643 1.603 -0.641
H -0.313 2.702 0.788 0.321
H 0.664 -1.514 0.537 0.459
H -0.967 -3.863 -1.756 0.358
H 3.983 1.429 2.537 0.338
O 1.176 -1.428 -2.478 -0.595
O -0.358 -1.616 0.362 -0.309
H 3.363 2.474 1.496 0.308
O -1.318 -2.969 -1.810 -0.647
```

Computed properties:
Net charge: +1
2S+1: 2
Expectation value of S²: 0.756
Gap between HOMO and LUMO (spin up / spin down), eV: 10.67 / 3.92
Calculated total energy, eV: -11516.40398
HOMO energy (spin up / spin down), eV: -14.4 / -14.4
Max |F|, eV/A: 5.40